{"formula": "C33H40CsN6Se", "method": "ωB97M-V/def2-TZVPD", "species": ["Cs", "C", "C", "C", "C", "C", "C", "C", "N", "C", "N", "C", "C", "C", "C", "C", "C", "C", "N", "C", "C", "C", "C", "C", "C", "C", "H", "H", "H", "H", "H", "H", "H", "H", "H", "H", "H", "H", "H", "H", "H", "H", "H", "H", "H", "H", "H", "H", "C", "C", "N", "C", "C", "C", "C", "N", "H", "H", "H", "H", "H", "H", "H", "H", "H", "H", "H", "H", "H", "H", "Se", "C", "C", "C", "N", "C", "C", "H", "H", "H", "H"], "positions_angstrom": [[0.114895, -0.449195, 0.694744], [2.466390, -1.990894, -4.977347], [3.639612, -2.924069, -4.793825], [4.022773, -3.743219, -5.855505], [5.145522, -4.554572, -5.802950], [5.927478, -4.552508, -4.656504], [5.550037, -3.778787, -3.572293], [4.405962, -2.977202, -3.612840], [4.104520, -2.211939, -2.468687], [2.869033, -2.070307, -1.813074], [2.021255, -3.095649, -2.087550], [0.581660, -3.239077, -2.051099], [-0.238876, -2.217025, -1.573556], [-1.606733, -2.530620, -1.645622], [-2.116612, -3.735464, -2.126239], [-1.238512, -4.701239, -2.595933], [0.131223, -4.464076, -2.579424], [1.073546, -5.515308, -3.121952], [2.675085, -1.107729, -0.974412], [3.621440, -0.062851, -0.914956], [3.922187, 0.712445, -2.044231], [4.871946, 1.721189, -2.001709], [5.542432, 1.987152, -0.813575], [5.217951, 1.255286, 0.319212], [4.249924, 0.250721, 0.303340], [3.841283, -0.419380, 1.590784], [2.453749, -1.619058, -6.003475], [2.518859, -1.135004, -4.304139], [1.508751, -2.481660, -4.785241], [3.428823, -3.715512, -6.764515], [5.414016, -5.171434, -6.651840], [6.819232, -5.165089, -4.598163], [6.135138, -3.795485, -2.658408], [4.882218, -1.823272, -1.964467], [2.480242, -3.839715, -2.581444], [-2.338230, -1.782019, -1.318224], [-3.185226, -3.924486, -2.139734], [-1.612434, -5.644250, -2.983169], [0.509336, -6.383339, -3.461252], [1.787542, -5.862805, -2.367217], [1.654906, -5.152793, -3.977588], [3.388861, 0.509008, -2.965695], [5.081501, 2.301710, -2.892892], [6.297352, 2.762578, -0.765532], [5.713156, 1.478922, 1.259390], [4.675281, -0.482264, 2.290813], [3.440701, -1.418272, 1.421753], [3.064516, 0.181200, 2.074433], [-1.060881, 6.999880, -0.868998], [-1.062401, 6.056348, -2.070653], [-1.664643, 4.755080, -1.816905], [-3.115003, 4.660420, -1.842902], [-3.782878, 4.725706, -0.467188], [-0.926993, 3.665734, -1.395517], [0.572836, 3.837540, -1.336509], [-1.404458, 2.522745, -1.064751], [-0.478981, 7.897708, -1.091608], [-0.622032, 6.509532, 0.001645], [-2.073962, 7.310466, -0.609075], [-0.044688, 5.915207, -2.420369], [-1.608524, 6.519213, -2.893396], [-3.397065, 3.733429, -2.346368], [-3.480698, 5.474612, -2.469405], [-3.340451, 3.999146, 0.216176], [-4.851327, 4.510595, -0.553585], [-3.669090, 5.715512, -0.021571], [0.988368, 4.019781, -2.329864], [0.997523, 2.919379, -0.948041], [0.863976, 4.665679, -0.686585], [-2.414585, 2.456093, -1.121064], [0.684543, 0.907015, 3.870126], [0.317831, 0.509416, 5.681521], [-0.106453, 1.491635, 6.590728], [-0.356080, 1.156035, 7.911390], [-0.224339, -0.074037, 8.421432], [0.176121, -1.011039, 7.554978], [0.451313, -0.780622, 6.216540], [-0.233906, 2.510702, 6.248754], [-0.682481, 1.922169, 8.611619], [0.284133, -2.013215, 7.964192], [0.772665, -1.592111, 5.577161]], "forces_ev_per_angstrom": [[0.0, 0.5, 0.2], [0.0, -0.1, 0.1], [0.0, 0.1, 0.1], [0.0, 0.0, 0.0], [0.0, 0.0, 0.0], [0.0, 0.0, 0.0], [0.0, 0.0, 0.0], [-0.1, 0.0, 0.0], [-0.1, 0.0, -0.2], [0.0, 0.0, 0.0], [-0.1, 0.1, 0.0], [0.0, 0.1, -0.1], [0.0, -0.3, -0.4], [0.0, 0.0, 0.0], [0.0, 0.1, 0.0], [0.0, 0.1, 0.0], [0.1, -0.1, 0.0], [0.0, 0.0, 0.0], [-0.1, 0.0, -0.1], [0.0, -0.1, -0.1], [0.0, 0.1, 0.0], [-0.1, 0.0, 0.1], [0.0, -0.1, 0.0], [-0.1, 0.1, 0.0], [0.0, 0.0, 0.0], [0.0, 0.1, -0.2], [0.0, 0.0, 0.0], [0.0, -0.1, 0.0], [0.0, 0.0, 0.1], [0.0, 0.0, 0.1], [0.0, 0.0, 0.0], [0.0, 0.0, 0.0], [0.0, 0.0, 0.0], [0.1, 0.1, 0.0], [0.1, 0.0, 0.0], [0.0, -0.1, 0.0], [0.0, 0.0, 0.0], [0.0, 0.0, 0.0], [0.0, 0.0, 0.0], [0.0, 0.0, 0.0], [0.0, 0.0, 0.0], [0.0, 0.0, 0.0], [0.0, 0.0, 0.0], [0.0, 0.0, 0.0], [0.0, 0.0, 0.0], [0.0, 0.0, 0.0], [0.0, 0.0, 0.0], [0.0, -0.1, 0.1], [0.0, 0.0, 0.0], [-0.1, -0.1, 0.1], [0.0, 0.0, 0.0], [0.0, 0.0, 0.1], [0.0, 0.0, 0.0], [-0.1, -0.1, 0.1], [-0.1, 0.0, 0.0], [0.3, 0.0, 0.0], [0.0, 0.0, 0.0], [0.0, 0.0, 0.0], [0.0, 0.0, 0.0], [0.0, 0.0, 0.0], [0.0, 0.0, -0.1], [0.0, 0.0, 0.0], [0.0, 0.0, 0.0], [0.0, 0.0, 0.0], [0.1, 0.0, 0.0], [0.0, -0.1, 0.0], [0.0, 0.0, 0.0], [0.0, -0.1, 0.0], [0.0, 0.0, 0.0], [0.0, 0.1, 0.0], [0.0, 0.0, 0.2], [0.0, 0.0, 0.0], [0.0, -0.1, 0.0], [0.0, -0.1, -0.1], [0.0, 0.0, -0.1], [0.0, 0.1, 0.0], [0.0, 0.1, 0.1], [0.0, 0.0, 0.0], [0.0, 0.0, 0.0], [0.0, 0.0, 0.0], [0.0, 0.0, 0.0]], "total_charge": -1, "relative_energy_kj_mol": 0.0, "multiplicity": 1, "homo_energy_ev": -3.731, "fmax_ha_per_bohr": 0.0106}